# 1
ORCA calculation (ωB97M-V with the def2-TZVPD basis set) on 2 unconnected molecules or ions with the total composition C26H22Cl3NO2 in a non-equilibrium geometry.

CARTESIAN COORDINATES (ANGSTROEM)
Cl -5.24003 2.85881 -1.85583
C -3.69146 2.13589 -1.88898
C -3.57334 0.73595 -1.86796
C -2.32071 0.15188 -1.70854
C -1.14400 0.94034 -1.59613
C 0.13438 0.34765 -1.31719
C 1.34259 1.03775 -1.47469
C 2.55238 0.38082 -1.65953
C 3.80539 1.04840 -1.86079
C 4.99664 0.28874 -2.02529
C 6.24526 0.90297 -2.08064
C 6.33318 2.30499 -2.01769
Cl 7.86219 3.06964 -2.09205
C 5.16777 3.08709 -1.94340
C 3.92113 2.46787 -1.87668
C -1.28933 2.35314 -1.71466
C -2.54678 2.94126 -1.82705
H -4.47473 0.13017 -1.94877
H -2.23905 -0.93550 -1.63970
H 0.18492 -0.72183 -1.10505
H 1.34166 2.13162 -1.45852
H 2.54897 -0.71259 -1.70008
H 4.92235 -0.79818 -2.06069
H 7.15381 0.31429 -2.17071
H 5.24520 4.17079 -1.93606
H 3.02754 3.08543 -1.78800
H -0.41064 2.99180 -1.64738
H -2.64807 4.02348 -1.85379
C 4.18340 -2.11984 0.87157
C 2.83870 -2.51601 1.42106
O 1.84271 -1.55766 0.97622
C 0.62285 -1.85158 1.49560
C -0.39813 -0.82958 1.13075
N -1.58896 -1.06724 1.56705
C -2.72459 -0.45075 1.45040
C -3.93159 -0.95082 2.07197
C -5.20043 -0.67829 1.51271
C -6.35462 -1.09291 2.16456
C -6.25048 -1.76633 3.39447
Cl -7.67910 -2.21498 4.23798
C -4.99184 -2.07617 3.94117
C -3.83362 -1.70710 3.25558
O 0.41719 -2.81248 2.21656
H 4.88408 -2.94405 1.04393
H 4.16363 -1.90411 -0.20144
H 4.56802 -1.23432 1.39073
H 2.55266 -3.51575 1.06705
H 2.86232 -2.52264 2.52013
H -0.00913 0.17978 0.88631
H -2.81283 0.47523 0.85451
H -5.25215 -0.13938 0.56387
H -7.33873 -0.88501 1.75004
H -4.93203 -2.59021 4.89638
H -2.84458 -1.96046 3.63670

As for the LUMO energy: -2.4 eV. The value obtained for the HOMO energy is -0.2327 Ha. As for the charge: 0.

***

# 2
ORCA calculation (ωB97M-V with the def2-TZVPD basis set) on a gas-phase ion, C2H2N2OP (charge +1) in a non-equilibrium geometry.

CARTESIAN COORDINATES (ANGSTROEM)
C 0.43802 0.02336 0.25471
C 1.33960 -0.62373 1.05119
N 1.89890 -1.87448 0.77636
N 2.72019 -2.32362 1.51865
P 3.10855 -1.12243 2.91384
O 1.98592 -0.13872 2.29120
H 0.06955 -0.60420 -0.46374
H 0.00168 0.84848 0.63044

As for the LUMO energy: -8.2 eV. The value obtained for the HOMO energy is -0.5509 Ha. As for the charge: +1. As for the structure (SMILES): C=C1N=[N+]=PO1.

***

# 3
ORCA calculation (ωB97M-V with the def2-TZVPD basis set) on a molecular structure, C22H32N4O6S in a non-equilibrium geometry.

CARTESIAN COORDINATES (ANGSTROEM)
O -0.25479 -1.47460 1.95520
C -0.01808 -1.62804 0.66510
N 1.20319 -1.38321 0.06119
C 1.46677 -1.64368 -1.32905
H 0.58307 -2.05462 -2.07285
H 2.10466 -2.49773 -1.33639
C 1.93315 -0.41428 -1.63651
N 3.12761 0.17926 -1.13712
C 2.72455 0.25012 0.29214
H 3.69873 0.44485 0.96154
H 1.97731 1.22189 0.51180
C 2.07173 -0.98896 0.80983
H 1.84187 -1.14413 1.82170
H 2.94646 -1.79678 0.92772
C 4.38086 -0.56989 -1.39441
C 5.48730 0.15783 -0.54314
C 5.71679 1.39190 -0.83482
C 6.70234 2.23774 -0.28432
C 7.77588 1.71416 0.31271
C 7.52612 0.28222 0.71785
C 6.46173 -0.49830 0.00253
H 6.31422 -1.45749 0.43427
O 8.60198 -0.07760 1.42274
C 9.32866 1.00477 1.79274
O 8.79813 2.24512 0.75494
H 9.53823 1.14880 2.69572
H 10.41725 0.61782 1.21546
H 6.86796 3.51269 -0.56620
H 4.84272 2.01472 -1.35847
H 4.55596 -0.63814 -2.28190
H 4.40024 -1.47688 -0.93787
H 2.30018 -0.42002 -2.97118
H 1.28981 0.53638 -1.72690
C -1.36410 -2.11498 -0.26639
C -2.54327 -2.63829 0.56702
C -3.18809 -1.30605 1.42698
N -3.62855 -0.42444 0.34280
S -4.77016 0.64945 1.40626
O -5.71673 -0.08431 1.93912
O -4.27006 1.90586 1.82899
N -5.34490 1.05152 -0.15771
C -6.16484 2.52306 -0.07791
H -5.48755 3.04853 0.32194
C -7.49729 2.25879 0.27232
H -8.05019 3.42744 0.07154
O -8.08042 1.41013 -0.48311
C -7.61377 0.06308 -0.33919
H -8.22914 -0.61754 -0.92309
C -6.24377 0.22059 -1.04599
H -5.94354 -0.77480 -0.70147
H -6.25759 0.37839 -2.06662
H -7.65114 -0.11326 0.61405
H -7.21312 2.17546 1.20764
H -5.97614 2.72701 -1.25224
C -2.41764 0.16046 0.00069
C -1.79210 -0.66980 -0.82724
H -1.03237 -0.32554 -1.61124
H -2.63062 -1.09629 -1.73583
H -2.90689 1.16771 -0.65917
H -1.68978 0.59857 0.93302
H -4.06281 -1.98830 1.76850
H -2.50758 -1.14467 2.26155
H -2.08981 -3.33715 1.17268
H -3.36918 -3.05438 -0.02816
H -0.97945 -2.87213 -0.90374

As for the LUMO energy: 0.5 eV. The value obtained for the HOMO energy is -0.2882 Ha. As for the charge: 0.

***

# 4
ORCA calculation (ωB97M-V with the def2-TZVPD basis set) on C3H6OS in the gas phase in a non-equilibrium geometry.

CARTESIAN COORDINATES (ANGSTROEM)
C 1.20031 -0.40403 0.52016
C 0.35795 0.20276 -0.68619
O 0.82133 0.41949 -1.82056
C -1.10337 0.44666 -0.60832
S -1.81820 -0.78197 0.62249
H 2.29154 -0.03904 0.26204
H 0.97638 -1.42942 0.51124
H 0.94052 0.13533 1.43919
H -1.11677 1.43039 -0.25960
H -1.44169 0.32849 -1.60079
H -1.10800 -0.30867 1.62035

As for the LUMO energy: 0.7 eV. The value obtained for the HOMO energy is -0.3422 Ha. As for the charge: 0. As for the structure (SMILES): CC(=O)CS.

***

# 5
ORCA calculation (ωB97M-V with the def2-TZVPD basis set) on a molecular structure, C5H15NOP in a non-equilibrium geometry.

CARTESIAN COORDINATES (ANGSTROEM)
C 2.37209 -3.01763 0.03460
C 1.86943 -1.65085 -0.50438
C 2.67244 -0.34221 -0.25201
N 0.71079 -1.62210 -1.16647
P -0.52796 -1.76263 -0.00624
H 3.47928 -3.06942 0.14588
H 1.90601 -3.16070 1.04425
H 2.04609 -3.81970 -0.65880
H 1.90986 0.47428 -0.22943
H 3.35803 -0.17079 -1.11073
H 3.18505 -0.35286 0.73334
H -0.06221 -2.00899 1.31116
H -1.24973 -0.52773 0.01769
H -1.40781 -2.82461 -0.34919
C -2.92126 2.75700 -0.49627
C -2.08691 2.76379 0.76964
O -1.03279 1.79774 0.68521
H -3.35181 1.76751 -0.66623
H -3.73042 3.48570 -0.43488
H -2.30430 2.99221 -1.36772
H -2.70070 2.50872 1.63313
H -1.64675 3.74994 0.93912
H -0.48643 2.03334 -0.07169

As for the LUMO energy: -4.8 eV. The value obtained for the HOMO energy is -0.4975 Ha. As for the charge: +1.

***

Quick rundown of relative energy (zero: lowest compared OMol25 entry of this formula, charge and spin), same order as above: 13.28; 15.27; 617.14; 24.75; 63.76 kcal/mol